Computed, not measured: a cluster of 2 separate species, C3H4Si in total, with wB97M-V/def2-TZVPD.

CARTESIAN COORDINATES (ANGSTROEM)
C -1.84 1.09 0.12
C 1.82 0.53 -0.17
C 2.88 0.17 0.22
Si -2.05 -0.61 -0.12
H -1.57 1.56 1.17
H 0.96 0.72 -0.59
H 3.85 -0.14 0.71
H -2.49 -1.87 -0.78

Properties
Structure (SMILES) ... C#[SiH].C#C
Total charge ... 0
E_tot ... -405.9120 a.u.
Relative energy (zero: lowest compared OMol25 entry of this formula, charge and spin) ... 100.1 kcal/mol

***

Computed, not measured: a structure of composition C16H11Cl21NO6P, with wB97M-V/def2-TZVPD.

CARTESIAN COORDINATES (ANGSTROEM)
C 4.10 -2.10 0.25
C 2.91 -1.39 -0.07
C 1.58 -0.43 -0.30
C 1.71 1.06 -0.30
P 3.33 2.05 -0.05
O 3.24 3.41 -0.86
O 3.54 2.51 1.65
O 4.79 1.20 -0.51
C 0.28 1.91 -0.50
O 0.20 3.02 -1.24
C -1.02 1.25 0.32
O -2.01 2.04 1.06
C -1.58 1.88 2.49
N -1.19 1.66 3.73
C -1.15 -0.27 0.34
C 0.06 -1.09 -0.48
O -0.21 -2.17 -1.22
H 5.08 -2.62 0.64
H 4.13 1.85 2.13
H 5.54 1.79 -0.15
H -2.01 -0.79 0.92
C 3.53 -5.19 2.61
Cl 1.76 -5.28 2.57
Cl 4.10 -3.73 1.80
Cl 4.12 -5.25 4.28
H 3.93 -6.06 2.08
C 1.69 -9.39 1.60
Cl 0.28 -8.36 1.94
Cl 1.57 -10.10 -0.02
Cl 3.19 -8.46 1.77
H 1.70 -10.20 2.33
C -1.11 5.27 4.37
Cl -0.96 4.59 6.00
Cl 0.36 6.17 3.94
Cl -1.42 3.99 3.19
H -1.95 5.96 4.36
C -1.43 0.57 -3.78
Cl -0.61 -0.59 -4.84
Cl -1.19 0.13 -2.08
Cl -0.85 2.21 -4.09
H -2.50 0.53 -3.99
C -0.97 -3.25 4.54
Cl 0.61 -3.50 5.30
Cl -0.81 -2.25 3.09
Cl -1.72 -4.80 4.16
H -1.61 -2.72 5.25
C -1.80 4.65 -6.83
Cl -3.20 5.67 -6.50
Cl -1.92 3.94 -8.45
Cl -0.30 5.57 -6.67
H -1.78 3.83 -6.10
C -6.41 4.36 -3.89
Cl -4.71 3.84 -3.97
Cl -7.08 4.52 -5.52
Cl -7.36 3.21 -2.94
H -6.45 5.33 -3.40

Properties
Total charge ... 0
E_tot ... -11127.1900 a.u.

***

Computed, not measured: a structure of composition C4H8N2S2, with wB97M-V/def2-TZVPD.

CARTESIAN COORDINATES (ANGSTROEM)
C 1.12 1.00 0.98
C 0.64 -0.24 0.29
C 1.58 -0.43 -0.93
C -1.53 0.54 -0.69
H 2.35 0.62 0.99
H 0.92 1.03 2.31
H 0.87 1.94 0.49
H 0.77 -1.05 0.94
H 1.23 -0.07 -2.00
H -1.73 -1.81 1.47
H -0.95 1.53 -0.69
H -3.30 -0.33 -1.27
N -0.82 -0.45 -0.17
N -2.76 0.65 -1.11
S 3.14 -0.94 -0.68
S -1.55 -1.98 0.07

Properties
Total charge ... 0
E_tot ... -1062.9513 a.u.
Relative energy (zero: lowest compared OMol25 entry of this formula, charge and spin) ... 90.6 kcal/mol

***

Computed, not measured: a structure of composition C19H28N3, with wB97M-V/def2-TZVPD.

CARTESIAN COORDINATES (ANGSTROEM)
C -2.97 -3.02 1.30
C -3.69 -1.86 0.58
C -2.63 -0.79 0.26
N -1.34 -1.37 0.57
C -0.19 -0.66 0.39
C 1.07 -1.42 0.47
C 1.34 -2.75 -0.04
C 2.57 -3.40 0.18
C 3.60 -2.75 0.88
C 3.39 -1.44 1.33
C 2.16 -0.81 1.12
C -1.46 -2.79 1.06
H -3.14 -3.02 2.38
H -3.26 -4.00 0.89
H -4.13 -2.21 -0.36
H -4.49 -1.46 1.22
H -2.70 -0.52 -0.81
H -2.81 0.13 0.84
H -0.67 0.36 -0.50
H 0.58 -3.33 -0.57
H 2.72 -4.42 -0.19
H 4.56 -3.26 1.05
H 4.20 -0.92 1.85
H 2.00 0.18 1.57
H -0.85 -2.95 1.97
H -1.11 -3.51 0.29
C 1.41 0.75 -2.06
C 0.71 2.09 -2.02
C 1.67 3.23 -2.34
C -0.48 2.15 -2.99
N 0.26 2.24 -0.65
C 0.00 1.21 0.24
N -0.43 1.87 1.35
C -0.75 1.33 2.66
C -0.36 3.26 1.18
C 0.03 3.49 -0.09
H 0.75 -0.08 -1.80
H 1.80 0.55 -3.06
H 2.25 0.78 -1.35
H 1.14 4.19 -2.40
H 2.45 3.29 -1.58
H 2.14 3.04 -3.32
H -0.96 3.14 -2.97
H -0.11 1.97 -4.02
H -1.24 1.39 -2.77
H -0.26 0.38 2.81
H -0.43 2.03 3.44
H -1.84 1.23 2.77
H -0.67 4.02 1.90
H 0.15 4.43 -0.64

Properties
Total charge ... +1
E_tot ... -904.6262 a.u.
Relative energy (zero: lowest compared OMol25 entry of this formula, charge and spin) ... 114.2 kcal/mol

***

| no. | strongest force on any atom (eV/Å) | LUMO (eV) | E_HOMO (eV) |
| --- | --- | --- | --- |
| 1 | 4.6 | -0.7 | -8.7 |
| 2 | 12.2 | -2.7 | -9.6 |
| 3 | 5.5 | -1.0 | -9.0 |
| 4 | 4.2 | -3.3 | -9.8 |